No. 1
Here is C35H50MnNPSe3Si2Te as an isolated structure from the OMol25 dataset. Energies are from ωB97M-V with the def2-TZVPD basis set.

Structure (XYZ):
```
94
C35H50MnNPSe3Si2Te (ωB97M-V with the def2-TZVPD basis set)
Mn 2.2783 0.1212 -0.6414
Se 3.4238 3.8138 -0.7763
P 1.3411 3.5493 -0.6759
Se 0.5661 1.6709 -1.5498
C 0.3915 4.8963 -1.4561
C -0.7586 4.6795 -2.2058
C -1.4612 5.7538 -2.7358
C -1.0209 7.0493 -2.5151
C 0.1297 7.2713 -1.7696
C 0.8354 6.2015 -1.2470
C 0.7376 3.5610 1.0454
C -0.3746 4.2917 1.4430
C -0.7936 4.2629 2.7689
C -0.1037 3.5047 3.7006
C 1.0163 2.7785 3.3060
C 1.4393 2.8107 1.9892
H -1.1026 3.6695 -2.3857
H -2.3500 5.5742 -3.3261
H -1.5679 7.8856 -2.9306
H 0.4834 8.2806 -1.6046
H 1.7485 6.3666 -0.6878
H -0.9239 4.8848 0.7225
H -1.6584 4.8403 3.0693
H -0.4249 3.4923 4.7343
H 1.5808 2.2102 4.0354
H 2.3501 2.2912 1.6973
Se 4.2191 0.0857 0.9498
C 5.7179 0.6112 -0.1134
C 5.5794 1.2018 -1.3665
C 6.6938 1.5547 -2.1113
C 7.9703 1.3292 -1.6159
C 8.1153 0.7508 -0.3629
C 7.0015 0.3963 0.3822
H 4.5912 1.4269 -1.7568
H 6.5590 2.0204 -3.0795
H 8.8403 1.6070 -2.1957
H 9.1047 0.5753 0.0414
H 7.1276 -0.0528 1.3592
C 0.0291 -2.5269 3.6896
N 0.8789 -2.8059 2.5053
C 2.1190 -1.9779 2.5274
C 0.0830 -2.6157 1.2211
C 0.9027 -2.9217 0.0049
C 0.9776 -4.2462 -0.4203
C 1.7007 -4.5817 -1.5568
C 2.3328 -3.5731 -2.2711
C 2.2366 -2.2579 -1.8283
C 1.5232 -1.8716 -0.6831
H 0.5922 -2.7418 4.5944
H -0.8636 -3.1449 3.6358
H -0.2439 -1.4747 3.6597
H 1.1571 -3.7875 2.5248
H 1.8234 -0.9416 2.3647
H 2.7804 -2.2882 1.7252
H 2.5917 -2.0914 3.4996
H -0.2577 -1.5821 1.2307
H -0.7806 -3.2755 1.3164
H 0.4520 -5.0265 0.1253
H 1.7542 -5.6104 -1.8872
H 2.8903 -3.8091 -3.1688
H 2.7473 -1.5057 -2.4454
C -2.2261 -4.8993 -2.6809
Si -3.5997 -4.3743 -1.5265
C -3.1037 -4.7505 0.2527
C -5.1628 -5.3105 -1.9495
C -3.9172 -2.5373 -1.7081
Te -2.1021 -1.4200 -1.5556
C -3.0268 0.4662 -1.1294
Si -3.3567 0.7460 0.6950
C -4.4879 -0.5814 1.3860
C -1.7387 0.6982 1.6487
C -4.1769 2.4163 0.9022
H -1.9632 -5.9480 -2.5271
H -1.3176 -4.3099 -2.5326
H -2.5296 -4.7808 -3.7228
H -3.6432 -5.6215 0.6294
H -3.3236 -3.9100 0.9145
H -2.0364 -4.9689 0.3218
H -4.9949 -6.3868 -1.8714
H -5.4904 -5.0978 -2.9680
H -5.9797 -5.0514 -1.2737
H -4.5723 -2.1849 -0.9104
H -4.3856 -2.3103 -2.6657
H -3.9115 0.5548 -1.7606
H -2.2962 1.1993 -1.4770
H -4.0241 -1.5663 1.2866
H -5.4617 -0.6094 0.8944
H -4.6602 -0.3971 2.4490
H -0.8854 0.5599 0.9807
H -1.7559 -0.1168 2.3777
H -1.5643 1.6249 2.1979
H -5.1394 2.4496 0.3879
H -3.5464 3.2037 0.4824
H -4.3482 2.6544 1.9538
```

Expectation value of S² = 8.7616
Total charge = 0
Highest occupied orbital energy (alpha / beta) = -6.80 / -6.98 eV
Multiplicity = 6

***

No. 2
Here is C35H51BiClNO8Sb as an isolated structure from the OMol25 dataset. Energies are from ωB97M-V with the def2-TZVPD basis set.

Structure (XYZ):
```
98
C35H51BiClNO8Sb (ωB97M-V with the def2-TZVPD basis set)
Bi -0.8578 0.8858 -0.3123
C 1.7732 3.0250 1.6988
O 1.7056 1.6353 1.4635
C 2.5448 0.8734 2.2899
C 2.0720 -0.5642 2.2877
O 2.1721 -1.2102 1.0379
C 3.4916 -1.3318 0.5517
C 3.8501 -0.3064 -0.5010
O 3.0586 -0.5276 -1.6387
C 3.3514 0.3971 -2.6585
H 1.6901 3.2429 2.7687
H 0.9288 3.4760 1.1825
H 2.7137 3.4467 1.3185
H 2.5020 1.2487 3.3224
H 3.5990 0.9404 1.9719
H 1.0170 -0.5926 2.5599
H 2.6462 -1.1236 3.0418
H 3.5710 -2.3235 0.0975
H 4.2142 -1.2746 1.3761
H 4.9170 -0.4310 -0.7526
H 3.6991 0.7182 -0.1320
H 4.3780 0.2640 -3.0264
H 3.2344 1.4267 -2.3048
H 2.6511 0.2232 -3.4711
N -3.8483 -0.4673 1.4107
C -3.5682 -0.9088 0.1599
O -3.0206 -1.9793 -0.0556
C -3.9383 0.0305 -0.9572
C -3.0337 1.2627 -0.9522
H -3.3478 -0.9217 2.1593
H -3.9942 0.5268 1.5619
H -4.9819 0.3377 -0.8302
H -3.8613 -0.5294 -1.8895
H -3.4021 1.9865 -0.2229
H -3.0478 1.7330 -1.9333
C -1.8306 -5.2738 -0.0827
C -2.2194 -5.1796 -1.5335
C -3.2673 -5.9644 -2.0077
C -3.6399 -5.9493 -3.3437
C -2.9420 -5.1518 -4.2351
C -1.8955 -4.3647 -3.7730
C -1.5309 -4.3503 -2.4316
Sb 0.0158 -3.0238 -1.6700
C 0.8254 -2.5332 -3.6183
C 2.0712 -3.0075 -4.0168
C 2.6250 -2.6497 -5.2388
C 1.9246 -1.8032 -6.0839
C 0.6919 -1.3059 -5.6868
C 0.1371 -1.6436 -4.4542
C -1.1604 -1.0104 -4.0279
C 1.3552 -4.6614 -1.1731
C 1.9445 -4.5006 0.0837
C 2.7863 -5.4599 0.6285
C 3.0505 -6.6135 -0.0922
C 2.4646 -6.7903 -1.3354
C 1.6126 -5.8363 -1.8920
C 0.9755 -6.1488 -3.2201
H -2.5603 -5.8608 0.4755
H -1.7830 -4.2858 0.3693
H -0.8530 -5.7528 0.0257
H -3.8027 -6.5974 -1.3089
H -4.4696 -6.5572 -3.6837
H -3.2058 -5.1378 -5.2857
H -1.3395 -3.7700 -4.4912
H 2.6272 -3.6663 -3.3593
H 3.5955 -3.0344 -5.5280
H 2.3364 -1.5253 -7.0463
H 0.1494 -0.6294 -6.3382
H -1.6246 -0.4718 -4.8546
H -0.9781 -0.2884 -3.2259
H -1.8783 -1.7452 -3.6556
H 1.7383 -3.5982 0.6505
H 3.2291 -5.3055 1.6050
H 3.7098 -7.3735 0.3092
H 2.6652 -7.6971 -1.8963
H 1.6270 -6.7939 -3.8118
H 0.7582 -5.2528 -3.7962
H 0.0271 -6.6708 -3.0707
O -3.8163 2.2775 2.2864
Cl -2.4895 2.4420 2.8593
O -2.5833 3.1517 4.1037
O -1.6641 3.1769 1.9249
O -1.9105 1.1317 3.0736
C -1.4877 4.2858 -1.6775
C -0.3519 3.4735 -2.3163
C 0.8405 4.4097 -2.5518
C -0.8179 2.9306 -3.6760
C 0.0873 2.3380 -1.4145
H -1.6610 5.2095 -2.2381
H -1.2490 4.5365 -0.6436
H -2.4171 3.7184 -1.6644
H 0.5640 5.2371 -3.2113
H 1.6714 3.8689 -3.0123
H 1.1899 4.8291 -1.6058
H -1.0792 3.7502 -4.3533
H -1.6942 2.2935 -3.5536
H -0.0316 2.3319 -4.1413
H 1.1542 2.3145 -1.2066
```

Total charge = -1
Highest occupied orbital energy (alpha / beta) = -4.61 / -4.61 eV